(1)
ORCA calculation (wB97M-V/def2-TZVPD) on C13H8N2NiO5 as an isolated structure at a distorted geometry.

Computed properties:
LUMO level (alpha / beta) in eV: 4.48 / 4.48
E in Eh: -2494.2468
Kohn-Sham gap (alpha / beta) in eV: 4.401 / 4.329
Net charge: -2
E_HOMO (alpha / beta) in eV: 0.078 / 0.149
Spin multiplicity: 3

XYZ file:
```
29
Properties=species:S:1:pos:R:3:forces:R:3
C 0.1379 -1.5791 2.4401 -1.03 0.30 -1.04
H 0.3808 1.1626 -4.2150 0.38 -0.65 -0.54
C 1.8043 -3.3603 2.0132 1.03 0.09 1.61
Ni -0.9260 0.3195 0.5942 0.46 0.64 -0.57
H -0.0912 -4.1955 4.6632 -0.08 0.27 -0.11
C -0.7163 3.6065 -2.1531 0.47 -0.76 -1.70
C 1.3984 -4.0411 3.1791 0.48 -0.86 -0.58
C -1.5990 3.3364 0.2221 0.55 -3.04 1.06
C -0.2586 2.9900 -3.3869 -1.20 2.05 2.08
H -1.1304 4.6074 -2.2221 0.11 -0.12 0.39
C -0.0301 0.9657 -2.1107 0.59 0.53 -1.25
C 1.2234 -2.1587 1.7066 0.46 -0.96 -0.12
C -0.4306 -2.4601 3.4311 0.13 0.98 0.92
H 0.0105 3.2185 -5.2552 -0.57 0.80 0.62
C -0.7787 2.8389 -1.0037 -0.61 0.69 -0.60
H 2.7743 -3.6274 1.5474 -0.86 -0.08 -0.13
H -1.2710 -2.0779 4.0627 0.63 -0.42 -0.78
N -0.3475 -0.3791 2.1132 0.13 -0.96 1.06
H 1.8942 -4.9431 3.5443 -0.02 0.17 -0.21
H 1.6457 -1.7431 0.8285 -0.15 1.17 -0.63
C 0.1172 -0.5567 -2.0955 0.51 -1.42 0.48
C 0.2654 -3.5948 3.8183 -0.72 -0.16 0.58
N -0.4135 1.5448 -1.0018 -0.58 -0.09 0.16
O -0.3978 3.7753 -4.5466 1.15 -1.86 0.07
O -1.9159 2.3293 0.9899 0.19 2.15 -1.15
O -1.8382 4.5328 0.2980 -0.36 0.45 0.19
C 0.1466 1.6928 -3.3257 -0.57 -0.52 0.52
O -0.2764 -1.1155 -1.0116 0.21 0.92 -1.45
O 0.6227 -1.0881 -3.1239 -0.74 0.68 1.13
```
Forces are in eV/Å.

(2)
ORCA calculation (wB97M-V/def2-TZVPD) on a single C13H8N4O3S3 molecule at a distorted geometry.

Computed properties:
LUMO level in eV: -0.47
E in Eh: -2139.5456
Kohn-Sham gap in eV: 7.918
Net charge: 0
SMILES: N#Cc1c(SCC(=O)Nc2nccs2)sc2c(O)cc(=O)[nH]c12
E_HOMO in eV: -8.389

XYZ file:
```
31
Properties=species:S:1:pos:R:3:forces:R:3
H 0.1351 3.1088 -1.5277 0.12 -0.04 -0.08
S 1.9119 -0.3721 0.9905 -0.52 0.43 -0.17
C 2.9343 1.5848 -2.4069 0.30 -0.29 0.07
C 2.0358 0.6687 -0.3945 -0.29 -0.04 0.39
H -0.3445 -3.3869 -2.2482 0.09 -0.07 -0.23
C -2.1071 -0.0217 2.5611 0.23 0.17 0.22
N -2.4296 -2.3743 1.9314 -0.38 -0.65 0.34
O -3.3809 -1.6241 3.8093 -0.10 0.06 0.23
N 0.9033 2.4488 -1.4876 -0.32 0.19 0.09
C -1.0462 2.2620 0.7696 -0.32 0.28 0.11
S -1.4818 -3.8385 -0.1276 0.01 0.64 0.20
H -2.5522 0.7230 3.2189 -0.03 -0.14 -0.08
H -0.4084 -0.7928 -1.6888 0.11 0.09 -0.19
N -1.9388 2.9790 0.8530 -0.31 0.22 0.02
N -1.3748 -1.2774 0.1061 -0.56 0.26 0.62
C 0.4441 0.4071 1.4771 0.25 0.19 -0.16
C 1.8494 2.5285 -2.5154 -0.12 -0.06 0.17
C 0.9817 1.5653 -0.4660 0.66 -0.62 0.05
H 4.6815 -0.0969 -1.9959 -0.11 0.04 0.06
S -0.3151 -0.1390 2.9466 -0.09 0.14 0.03
C -1.7902 -2.3278 0.7249 0.38 -0.64 -0.86
H -2.2108 0.2488 1.5142 -0.07 -0.02 0.12
C 3.0451 0.6824 -1.3908 -0.16 0.51 -0.44
O 4.0495 -0.2059 -1.2734 0.02 -0.11 0.14
H -2.7911 -3.2817 2.2045 0.01 0.26 0.07
C -2.7110 -1.3735 2.8401 0.08 0.19 -0.16
C -0.7497 -2.9087 -1.3811 -0.02 0.09 0.05
C -0.7898 -1.5900 -1.0773 0.19 -0.61 -0.44
O 1.7041 3.3475 -3.3988 0.02 0.21 -0.27
H 3.6768 1.6306 -3.1891 0.06 0.01 -0.09
C 0.0693 1.4265 0.6216 0.88 -0.72 0.18
```
Forces are in eV/Å.

(3)
ORCA calculation (wB97M-V/def2-TZVPD) on C13H9Cl5N2OOs as an isolated structure at a distorted geometry.

Computed properties:
LUMO level (alpha / beta) in eV: -9.98 / -9.85
E in Eh: -3076.4312
Kohn-Sham gap (alpha / beta) in eV: 5.900 / 6.023
Net charge: +2
E_HOMO (alpha / beta) in eV: -15.879 / -15.875

XYZ file:
```
31
Properties=species:S:1:pos:R:3:forces:R:3
C -0.9432 2.4038 -2.4275 0.65 -0.53 0.23
Cl -0.9018 -1.5446 -2.4704 0.53 0.15 0.66
N 0.9028 -0.0868 1.0502 -1.09 -0.24 0.30
C -0.6001 1.0293 -2.2927 -0.36 -0.08 1.12
H 3.0362 -0.2970 -1.1784 -0.05 -0.11 0.08
N 0.3144 -3.8191 3.1824 0.03 0.18 0.14
C 0.6533 -1.3746 3.0513 0.10 -0.03 0.16
C 1.0201 1.0460 1.7951 0.09 -0.27 -0.36
H 2.3255 -0.3608 -2.8223 0.14 -0.02 -0.05
H 2.6587 1.2331 -2.0551 0.02 0.02 0.09
C 0.7186 -1.2814 1.6862 0.10 0.32 -0.29
C 2.3573 0.1948 -1.8863 -0.37 0.02 -0.25
C 0.4792 -2.6574 3.8555 -0.05 -0.22 -0.15
C 0.9555 1.0200 3.1618 0.07 -0.04 0.23
H 0.6589 -2.1479 1.0442 -0.11 0.01 -0.10
C -2.0374 2.7691 -3.1645 -0.49 -0.19 -0.43
Cl -3.5043 -0.8595 -4.2839 -0.09 -0.10 -0.10
H 1.1898 1.9708 1.2557 -0.09 0.06 -0.06
Cl 0.0498 3.5442 -1.6417 0.03 -0.05 0.09
H 1.0585 1.9370 3.7244 0.00 -0.01 0.00
Cl -2.4605 4.4000 -3.3525 -0.03 0.08 -0.03
C 0.7602 -0.2007 3.7952 0.02 0.11 0.06
H 0.2102 -4.6554 3.7356 0.01 -0.02 0.02
Os 0.5555 0.1830 -0.9836 1.03 0.22 -1.42
C -1.4329 0.0601 -2.8853 0.39 0.29 0.53
H 0.3298 -3.9218 2.1866 0.01 0.04 -0.03
H 0.6930 -0.2792 4.8742 0.00 -0.01 -0.01
C -2.8327 1.7450 -3.7608 0.39 -0.14 0.26
C -2.5289 0.3488 -3.6109 -0.51 0.47 -0.49
O 0.4878 -2.5679 5.0574 -0.01 0.01 0.05
Cl -4.1733 2.1693 -4.6399 -0.35 0.10 -0.25
```
Forces are in eV/Å.

(4)
ORCA calculation (wB97M-V/def2-TZVPD) on C13H9ClN4S as an isolated structure at a distorted geometry.

Computed properties:
LUMO level in eV: 0.06
E in Eh: -1578.1528
Kohn-Sham gap in eV: 8.565
ΔE to the lowest compared entry with this formula, charge and spin in kJ/mol: 110.92
Net charge: 0
E_HOMO in eV: -8.505

XYZ file:
```
28
Properties=species:S:1:pos:R:3:forces:R:3
H 1.4177 0.2498 2.7278 -0.45 0.88 1.56
S 0.0963 2.1849 -2.0720 -0.46 0.00 -0.50
H 2.3583 -1.9201 3.5074 0.44 -0.03 -0.43
H 2.5410 -3.1857 -0.4350 0.32 0.08 -0.91
H -5.2082 1.6160 -2.8181 -0.80 0.09 0.17
C 2.8485 -2.4578 1.4524 -1.05 -0.54 0.26
C -3.3624 0.3278 -0.6712 3.06 1.78 -0.03
C 0.7112 1.0094 0.2850 -0.47 1.17 0.03
C 1.4276 1.7095 -0.9253 -0.67 -0.55 0.77
N -3.1945 1.8180 -2.5188 -1.96 -1.03 0.74
H 2.2069 1.0137 -1.2931 -0.74 0.49 -0.41
C 2.3422 -1.6752 2.4435 -0.30 1.84 0.73
C 1.4838 -0.1560 0.7428 -0.64 -2.40 -2.35
H -1.2355 -0.5847 1.5751 0.65 0.06 0.24
H 0.6841 1.6758 1.1291 -0.28 0.72 0.25
N -0.7265 0.7223 -0.0896 -1.34 -1.34 0.29
H 1.9312 2.6273 -0.6171 -0.14 -0.14 0.12
C 1.7307 -0.4743 2.0486 0.54 -0.78 -0.33
N -2.8663 -0.3009 0.4556 -1.00 0.27 -1.05
N -4.5448 0.5191 -1.0929 -3.28 -0.08 -1.04
H 1.4138 -1.1096 -1.3121 -0.12 0.34 0.87
C -4.3994 1.3670 -2.1655 -0.85 0.17 -1.25
C -1.2133 1.3157 -1.2553 1.50 -0.59 1.56
C -2.5510 1.1780 -1.5498 4.74 -0.52 1.70
C 1.7014 -1.1495 -0.2448 1.89 -1.59 0.50
C -1.6371 -0.1021 0.7063 2.02 1.38 -1.20
C 2.4529 -2.2907 0.1448 -1.41 1.38 -0.71
Cl 3.5913 -3.9275 1.8419 0.80 -1.05 0.44
```
Forces are in eV/Å.

(5)
ORCA calculation (wB97M-V/def2-TZVPD) on C13H9F6N3O6PtS2 as an isolated structure.

Computed properties:
LUMO level in eV: -10.02
E in Eh: -2630.6285
Kohn-Sham gap in eV: 6.621
ΔE to the lowest compared entry with this formula, charge and spin in kJ/mol: 0.00
Net charge: +2
E_HOMO in eV: -16.641

XYZ file:
```
40
Properties=species:S:1:pos:R:3:forces:R:3
C 2.3825 -2.6494 0.4940 0.02 0.03 -0.08
F -2.9620 3.7540 2.2438 0.01 -0.02 -0.04
F 2.6799 0.9446 4.1858 -0.03 0.03 0.00
C -2.7881 -0.1578 -4.7698 0.00 0.03 -0.02
C 3.4915 -3.5868 0.4682 -0.01 0.00 0.04
H -3.4701 -0.5572 -5.5078 0.00 0.00 0.00
C 1.6117 1.7079 4.1169 0.06 -0.03 0.06
F -3.4098 2.7507 0.3694 0.04 0.03 0.03
O -3.1670 0.7592 2.6797 -0.07 0.00 -0.06
H 4.7431 -2.5514 1.9239 0.00 0.00 0.00
C -1.4514 1.7283 -3.9845 0.00 -0.01 0.01
C -1.5108 -0.3906 -2.7984 -0.04 -0.03 -0.01
F 1.8600 2.8296 3.4899 -0.01 -0.03 0.02
H -2.6808 1.7470 -5.7390 0.00 0.00 0.00
F -1.4145 3.5140 0.7435 -0.01 -0.02 0.00
C 4.3124 -3.5380 1.7676 0.00 0.00 -0.01
H 3.0616 -4.5763 0.2930 0.00 0.00 0.00
O 0.0847 -0.5809 3.5729 -0.03 -0.13 -0.09
H 4.0949 -3.3285 -0.4060 0.00 0.00 0.00
H 3.7035 -3.8093 2.6272 0.00 0.00 0.00
O 1.0894 0.6255 1.7412 0.09 0.09 0.24
C -2.4941 2.9948 1.2866 -0.06 -0.04 0.04
C -0.8806 -0.8734 -1.6020 0.09 0.03 0.29
S 0.3645 0.7434 3.0975 0.01 0.20 -0.36
S -2.0521 1.3465 2.0497 0.05 0.06 0.10
N 1.5184 -1.9000 0.5157 -0.02 -0.03 -0.01
O 0.2435 2.3200 -1.3546 -0.02 -0.06 -0.05
N -0.8293 1.7212 2.9690 0.05 -0.11 -0.04
C -1.0594 0.9414 -2.9267 0.01 -0.08 0.00
O -1.5659 0.5871 0.8046 0.04 -0.07 -0.03
C -2.3323 1.1537 -4.9041 0.00 -0.02 0.01
H 5.1229 -4.2571 1.6795 0.00 0.00 0.00
H -2.7257 -1.9814 -3.6100 0.00 0.00 0.01
O -1.1065 -1.7352 -0.6895 -0.13 -0.01 -0.10
N 0.1273 -0.0473 -1.2060 0.09 0.00 -0.03
H -1.1138 2.7507 -4.0858 0.00 0.00 0.00
F 1.0841 1.9103 5.2937 -0.01 -0.01 -0.01
Pt -0.0016 -0.6608 0.6630 -0.11 0.03 0.12
C -0.1759 1.3116 -1.7837 -0.01 0.15 -0.04
C -2.3845 -0.9601 -3.7083 0.01 0.01 0.00
```
Forces are in eV/Å.

(6)
ORCA calculation (wB97M-V/def2-TZVPD) on C14H10AgO9S as an isolated structure at a distorted geometry.

Computed properties:
LUMO level in eV: 5.00
E in Eh: -1761.6190
Kohn-Sham gap in eV: 3.552
ΔE to the lowest compared entry with this formula, charge and spin in kJ/mol: 314.49
Net charge: -3
E_HOMO in eV: 1.450

XYZ file:
```
35
Properties=species:S:1:pos:R:3:forces:R:3
C -1.5810 2.3529 0.4912 2.96 -2.03 1.13
C -2.0419 3.5600 0.8816 -2.99 0.73 -2.47
H -0.1856 -4.9887 -1.0874 0.10 0.04 -0.16
O -1.7938 -6.6161 0.4788 1.42 2.30 0.01
C -1.4173 -5.0337 2.2562 0.62 2.11 1.38
S 3.5422 0.8249 -1.5132 -0.87 1.23 0.98
H 4.7783 2.1417 0.1550 -0.06 0.04 -0.14
C -3.3475 1.8704 -1.2680 -2.49 3.68 -0.24
C -1.2185 -5.5195 0.7818 0.36 -0.42 -0.93
H 2.0312 2.6649 -2.5467 -0.12 -0.80 0.37
O 0.9762 -2.7876 -0.4035 -1.24 0.04 1.58
C -0.0542 -3.0290 1.8450 0.12 2.69 2.58
O -3.5026 5.2132 0.2479 -1.06 0.89 -0.37
O 2.5432 0.5025 -0.4618 1.05 0.10 -0.54
O -1.9409 0.2495 -0.9414 2.26 1.64 1.89
H 5.3325 0.4688 0.0490 0.03 -0.04 -0.23
C -3.1559 4.0482 0.0779 1.42 0.48 0.97
H -1.0568 -3.4549 3.7602 0.21 0.25 -0.11
H -1.4810 4.2752 1.4649 -0.05 -0.25 0.25
C 0.1922 -3.4639 0.3684 1.61 0.49 -0.76
H -3.9461 1.2875 -1.9522 0.48 -0.44 -0.12
Ag 0.4649 -0.2547 0.2594 -1.20 -0.44 0.55
H 3.6850 2.5125 -3.1139 0.14 0.46 -0.14
C -0.8303 -3.7340 2.7417 -1.29 -4.28 -2.83
O -2.0773 -5.7417 3.0124 -0.36 -0.58 0.17
C -3.8264 3.1919 -1.0720 -0.44 1.02 -0.44
O -4.6959 3.7939 -1.7599 0.62 -0.90 0.73
O -0.5316 1.9221 1.0840 0.16 -1.17 -1.06
C 3.0609 2.5192 -2.2202 1.08 -0.58 -0.05
O 0.4056 -1.9350 2.3787 0.65 -0.34 -2.63
H 5.8602 1.6596 -1.2168 0.05 -0.04 0.07
C -2.2348 1.4725 -0.6145 -0.18 -3.72 -0.45
H 3.3193 3.3467 -1.5595 0.12 -0.21 0.13
C 5.0677 1.3497 -0.5358 -0.99 -0.01 -0.56
C -0.3400 -4.6692 -0.0674 -2.10 -1.96 1.44
```
Forces are in eV/Å.

(7)
ORCA calculation (wB97M-V/def2-TZVPD) on a 3-piece molecular cluster, C14H10F17IN2O2 overall.

Computed properties:
LUMO level in eV: -0.58
E in Eh: -2794.8539
Kohn-Sham gap in eV: 10.104
Net charge: 0
SMILES: FC(F)C(F)(F)COC(F)(F)C(F)F.FC(F)C(F)(F)COC(F)(F)C(F)F.N#C[C@@H](F)[C@@H](I)C#N
E_HOMO in eV: -10.684

XYZ file:
```
46
Properties=species:S:1:pos:R:3:forces:R:3
F 0.3139 -5.7416 -0.1806 -0.07 0.00 0.02
F -1.7703 -7.5031 0.1640 0.04 0.07 0.02
H -3.2803 6.0270 -3.7839 0.02 0.00 -0.03
N 4.2037 1.0058 3.0098 -0.14 0.12 -0.05
C -2.5267 5.3187 -3.4349 -0.20 0.00 0.08
H 1.1822 -7.3035 2.9498 -0.05 -0.01 0.03
C 0.5885 -7.0843 2.0634 0.56 -0.01 0.18
C 1.7302 0.9706 2.1861 0.08 0.00 0.58
N 0.1003 -1.7733 3.3088 -0.13 0.22 0.14
H -0.6632 -9.1369 0.4706 0.02 0.03 0.01
F 1.2899 6.4752 -0.0057 -0.02 0.00 -0.06
F -2.0768 -4.9461 1.1220 0.04 -0.07 -0.06
H 1.6048 0.1280 1.5126 0.12 0.10 -0.20
F -0.3390 4.5223 -3.9280 -0.04 0.02 0.07
C 0.3397 -0.6579 3.4351 0.27 -0.12 -0.21
F -0.3632 -8.9753 3.0097 0.07 -0.10 -0.02
C -0.7055 -7.8927 2.2514 -0.06 0.35 0.12
F -2.9931 4.0580 -3.5679 0.02 0.00 -0.01
I 1.2541 2.7477 1.0922 -0.05 -0.03 0.00
O -0.7352 6.7368 -4.1567 -0.16 -0.31 0.52
H 1.1664 -7.4407 1.2107 -0.19 -0.01 -0.13
F -1.6062 -7.1729 2.9505 0.02 -0.04 -0.08
F 1.6849 8.1733 -2.0219 0.12 -0.01 -0.01
H -0.9681 -3.4396 1.8199 0.08 -0.04 0.00
F -2.4427 -9.1990 1.3660 0.05 0.04 0.01
C 1.1741 6.0577 -1.2884 0.18 -0.03 0.21
C 0.7114 7.2278 -2.1568 -0.36 0.07 -0.09
F -0.4327 7.7442 -1.6639 0.06 -0.07 0.01
F -1.1453 -3.4464 -0.1756 0.03 -0.02 -0.02
F 0.2756 5.0495 -1.3095 -0.02 -0.04 -0.03
C 0.5721 6.9744 -3.6667 0.21 0.20 -0.50
H 2.1466 5.6839 -1.6201 -0.03 0.00 -0.05
O 0.4708 -5.6735 2.0738 -0.55 -0.02 -0.28
H -0.0982 1.4108 3.2777 -0.11 -0.17 0.03
F -1.5809 5.2602 -5.5474 0.00 -0.07 -0.06
C -1.0073 -4.1374 0.9824 -0.22 0.22 0.11
C 0.7656 0.7569 3.3997 -0.10 0.24 -0.13
H 0.8605 7.9155 -4.1326 -0.02 0.03 0.05
C -1.2432 5.4626 -4.2553 0.29 0.31 -0.24
F 1.3004 -4.0801 0.8066 0.06 0.05 -0.07
C 0.2789 -4.9606 0.9149 0.34 -0.22 0.27
C -1.3582 -8.4775 0.9978 -0.12 -0.19 -0.07
C 3.1126 1.0295 2.6534 0.01 -0.33 -0.17
H 1.2829 6.2268 -4.0186 -0.04 -0.13 0.18
F 1.3722 1.0882 4.5811 0.01 0.00 -0.04
F -2.2742 5.5433 -2.1302 0.05 -0.02 0.00
```
Forces are in eV/Å.